# 1
This record from the Open Molecules 2025 dataset describes a structure of composition C35H20Br3F5IN3O4Rh. The level of theory is ωB97M-V/def2-TZVPD.

Its multiplicity is 5. The calculation puts the HOMO energy (spin up / spin down) at -8.40 / -10.54 eV. As for the total charge: +1.

Each line ends with the natural charge from an NBO analysis.
Positions of all 72 atoms, in Å:
Rh  -0.121  1.212  0.200  0.997
C  2.569  1.293  -2.023  -0.668
C  2.950  1.311  -0.584  0.308
C  4.309  1.386  -0.224  -0.219
C  4.696  1.354  1.085  -0.098
C  3.710  1.239  2.079  -0.144
C  3.981  1.150  3.484  0.020
Br  5.737  1.233  4.103  0.188
C  2.968  0.994  4.416  -0.271
C  1.651  0.933  4.008  -0.114
Br  0.281  0.711  5.244  0.187
C  1.303  1.040  2.624  0.448
O  0.112  1.001  2.234  -0.541
C  2.380  1.187  1.657  0.127
N  2.004  1.231  0.352  -0.428
H  3.456  1.286  -2.650  0.233
H  1.963  2.167  -2.268  0.257
H  1.970  0.408  -2.244  0.257
H  5.045  1.458  -1.012  0.243
H  5.741  1.403  1.356  0.250
H  3.211  0.920  5.467  0.263
O  -0.987  -2.837  -6.549  -0.658
C  -0.694  -2.979  -5.239  0.776
O  -0.439  -4.064  -4.795  -0.563
C  -0.679  -1.743  -4.401  -0.212
C  -0.764  -1.912  -3.022  -0.136
C  -0.703  -0.828  -2.176  -0.287
C  -0.547  0.474  -2.674  0.241
C  -0.452  0.641  -4.063  -0.285
C  -0.523  -0.455  -4.906  -0.169
N  -0.438  1.515  -1.766  -0.536
C  -0.583  2.806  -2.122  -0.049
C  -0.464  3.815  -1.149  0.108
C  -0.599  5.195  -1.434  -0.216
C  -0.470  6.109  -0.425  -0.161
C  -0.211  5.669  0.885  -0.291
C  -0.102  4.316  1.103  0.063
N  -0.218  3.409  0.131  -0.517
H  -1.290  -1.942  -6.737  0.482
H  -0.865  -2.913  -2.628  0.246
H  -0.758  -0.983  -1.104  0.206
H  -0.282  1.620  -4.490  0.217
H  -0.401  -0.287  -5.970  0.212
H  -0.850  3.069  -3.136  0.203
H  -0.803  5.506  -2.450  0.225
H  -0.570  7.166  -0.633  0.228
H  -0.110  6.364  1.706  0.230
H  0.076  3.923  2.099  0.193
F  -5.744  -2.477  2.245  -0.239
C  -4.880  -1.611  1.781  0.388
C  -5.330  -0.365  1.323  0.256
F  -6.620  -0.091  1.370  -0.257
C  -4.425  0.539  0.841  0.349
F  -4.820  1.712  0.405  -0.248
C  -3.011  0.245  0.795  0.304
O  -2.220  1.100  0.344  -0.497
C  -2.609  -1.053  1.280  0.355
F  -1.326  -1.366  1.244  -0.281
C  -3.517  -1.952  1.754  0.256
F  -3.144  -3.141  2.192  -0.259
Br  0.561  -4.969  -1.227  0.115
C  0.348  -4.856  0.644  -0.127
C  -0.350  -5.874  1.283  -0.221
C  -0.540  -5.837  2.653  -0.208
C  -0.033  -4.782  3.398  -0.154
C  0.663  -3.765  2.767  -0.244
C  0.855  -3.799  1.390  -0.197
I  1.884  -2.209  0.513  0.156
H  -0.739  -6.694  0.695  0.240
H  -1.083  -6.637  3.138  0.229
H  -0.174  -4.750  4.470  0.218
H  1.063  -2.940  3.341  0.221

***

# 2
This record from the Open Molecules 2025 dataset describes a structure of composition C35H21Br2Cl56NO2 in a non-equilibrium geometry. The level of theory is ωB97M-V/def2-TZVPD.

Its multiplicity is 1. The calculation puts the HOMO energy at -8.03 eV.

Each line ends with the Mulliken charge.
Positions of all 117 atoms, in Å:
C  -1.436  6.219  -1.222  -1.006
C  -1.337  4.884  -2.076  0.179
Br  -3.141  4.412  -2.772  -0.163
C  -0.679  3.686  -1.273  -0.914
Br  1.299  3.609  -1.531  -0.104
C  -1.331  2.292  -1.477  0.055
C  -2.005  1.646  -0.338  -0.477
C  -2.619  0.322  -0.393  0.925
C  -3.266  -0.302  0.902  -0.977
C  -2.028  -0.542  1.902  -0.393
C  -0.727  -1.012  1.152  0.693
C  0.388  -1.610  2.133  -1.497
N  1.670  -1.474  1.391  0.623
C  2.527  -0.374  1.452  -0.556
C  3.750  -0.546  0.520  -0.247
C  3.506  -1.903  -0.084  -1.336
C  2.269  -2.370  0.498  0.097
C  -2.616  -0.409  -1.664  -0.973
C  -1.951  0.213  -2.799  0.646
C  -1.289  1.543  -2.735  1.114
C  -0.583  2.052  -4.013  0.324
O  -0.523  3.201  -4.389  -0.497
C  0.071  0.948  -4.920  -0.654
C  -0.571  -0.253  -4.996  -0.521
C  -1.878  -0.539  -4.177  -0.030
O  -2.767  -1.253  -4.570  -0.538
H  -2.398  6.302  -0.660  0.185
H  -1.354  7.094  -1.931  0.361
H  -0.522  6.287  -0.565  0.312
H  -0.628  5.131  -2.915  0.423
H  -0.806  3.932  -0.179  0.607
H  -2.059  2.183  0.646  -0.132
H  -3.668  -1.317  0.643  0.361
H  -4.041  0.368  1.362  0.138
H  -1.833  0.393  2.502  0.243
H  -2.364  -1.343  2.620  0.348
H  -0.215  -0.141  0.651  0.122
H  -0.922  -1.791  0.371  0.140
H  0.145  -2.675  2.362  0.324
H  0.505  -0.980  3.055  0.385
H  2.390  0.536  2.069  0.411
H  4.595  0.142  0.326  0.491
H  4.165  -2.394  -0.828  0.432
H  1.878  -3.383  0.174  0.271
H  -3.117  -1.402  -1.697  0.436
H  1.019  1.153  -5.479  0.418
H  -0.108  -1.043  -5.630  0.345
C  -4.842  2.384  3.995  0.203
Cl  -6.375  3.130  3.513  -0.100
Cl  -4.097  3.343  5.285  -0.101
Cl  -5.141  0.737  4.577  -0.035
Cl  -3.750  2.323  2.597  -0.042
C  5.096  2.388  3.202  0.270
Cl  6.012  1.697  4.555  -0.125
Cl  3.846  3.481  3.831  -0.140
Cl  6.197  3.296  2.145  -0.087
Cl  4.328  1.078  2.274  -0.026
C  -4.807  8.638  -1.313  0.254
Cl  -4.571  8.189  -3.012  -0.057
Cl  -5.435  7.243  -0.415  -0.066
Cl  -3.259  9.144  -0.613  -0.104
Cl  -5.965  9.978  -1.205  -0.055
C  5.488  3.551  -2.490  0.134
Cl  5.713  3.088  -4.184  -0.065
Cl  4.817  2.178  -1.588  0.118
Cl  7.053  4.009  -1.793  -0.115
Cl  4.369  4.921  -2.390  -0.029
C  5.283  8.646  -1.527  0.294
Cl  3.649  7.973  -1.366  -0.069
Cl  6.466  7.485  -0.902  -0.053
Cl  5.621  8.972  -3.236  -0.096
Cl  5.392  10.155  -0.603  -0.104
C  -8.918  9.643  -3.823  0.313
Cl  -9.338  10.799  -2.546  -0.101
Cl  -7.955  8.327  -3.134  -0.015
Cl  -10.402  8.983  -4.533  -0.104
Cl  -7.977  10.467  -5.080  -0.094
C  6.647  -0.867  -5.347  0.254
Cl  5.850  -0.068  -3.983  0.015
Cl  5.485  -1.913  -6.183  -0.108
Cl  7.257  0.359  -6.474  -0.099
Cl  7.999  -1.846  -4.750  -0.081
C  -8.483  -0.920  6.049  0.312
Cl  -7.100  -1.872  5.475  -0.106
Cl  -8.769  0.435  4.943  -0.069
Cl  -9.923  -1.950  6.106  -0.033
Cl  -8.137  -0.297  7.672  -0.100
C  -0.830  -5.774  0.198  0.173
Cl  0.011  -7.215  0.792  -0.047
Cl  0.125  -4.330  0.597  -0.067
Cl  -1.023  -5.885  -1.560  -0.117
Cl  -2.426  -5.658  0.963  -0.117
C  2.704  -10.090  -1.361  0.225
Cl  1.635  -11.454  -0.995  -0.098
Cl  3.446  -10.336  -2.952  -0.095
Cl  1.761  -8.590  -1.369  -0.023
Cl  3.980  -9.965  -0.126  -0.043
C  10.674  0.937  -2.934  0.224
Cl  12.021  2.008  -2.506  -0.111
Cl  10.666  -0.466  -1.850  -0.099
Cl  9.145  1.819  -2.771  0.088
Cl  10.867  0.389  -4.609  -0.083
C  5.779  -7.843  3.229  0.339
Cl  5.440  -6.374  2.296  -0.078
Cl  5.874  -9.231  2.129  -0.058
Cl  7.321  -7.660  4.083  -0.098
Cl  4.479  -8.111  4.403  -0.100
C  -11.758  -5.566  6.913  0.344
Cl  -13.294  -4.822  6.433  -0.092
Cl  -11.017  -4.606  8.206  -0.084
Cl  -12.054  -7.213  7.494  -0.102
Cl  -10.666  -5.618  5.516  -0.083
C  2.885  -13.030  2.926  0.247
Cl  2.056  -12.304  4.317  -0.107
Cl  1.802  -14.189  2.132  -0.115
Cl  3.334  -11.757  1.774  0.103
Cl  4.345  -13.869  3.481  -0.110

***

# 3
This record from the Open Molecules 2025 dataset describes a structure of composition C35H22Br2N5O2W in a non-equilibrium geometry. The level of theory is ωB97M-V/def2-TZVPD.

Its multiplicity is 3. The calculation puts the HOMO energy (spin up / spin down) at -10.70 / -11.06 eV. As for the total charge: +1.

Each line ends with the natural charge from an NBO analysis.
Positions of all 67 atoms, in Å:
W  0.839  0.343  -0.019  1.718
C  0.471  2.166  3.896  -0.244
C  -0.377  3.256  3.706  -0.118
C  -1.039  3.354  2.509  -0.221
C  -0.857  2.395  1.499  0.389
N  -0.001  1.339  1.681  -0.570
C  0.628  1.264  2.881  0.060
N  -1.575  2.628  0.364  -0.507
C  -1.622  1.885  -0.678  0.488
N  -1.003  0.660  -0.883  -0.712
C  -1.328  0.216  -2.148  0.490
N  -0.934  -0.880  -2.687  -0.509
C  -0.356  -1.889  -1.964  0.384
C  -0.138  -3.086  -2.663  -0.235
C  0.246  -4.220  -1.992  -0.124
C  0.341  -4.164  -0.603  -0.258
C  0.174  -2.952  0.018  0.076
N  -0.087  -1.802  -0.630  -0.517
C  -2.199  1.197  -2.796  -0.105
C  -2.792  1.235  -4.043  -0.148
C  -3.570  2.347  -4.346  -0.184
C  -3.750  3.380  -3.430  -0.180
C  -3.158  3.336  -2.173  -0.180
C  -2.386  2.231  -1.877  -0.019
H  1.017  2.020  4.816  0.240
H  -0.502  4.005  4.476  0.238
H  -1.713  4.163  2.275  0.250
H  1.310  0.440  3.008  0.227
H  -0.319  -3.072  -3.727  0.247
H  0.435  -5.143  -2.524  0.235
H  0.562  -5.042  -0.013  0.238
H  0.255  -2.890  1.090  0.217
H  -2.646  0.429  -4.748  0.238
H  -4.045  2.412  -5.316  0.229
H  -4.362  4.229  -3.703  0.229
H  -3.288  4.129  -1.449  0.238
Br  2.467  -0.130  -2.067  0.262
C  3.774  -1.115  -1.004  -0.028
C  4.936  -1.466  -1.615  -0.234
C  5.869  -2.233  -0.893  -0.197
C  5.580  -2.627  0.381  -0.153
C  4.365  -2.263  1.008  -0.068
C  4.060  -2.714  2.312  -0.163
C  2.854  -2.416  2.877  -0.205
C  1.934  -1.610  2.183  -0.223
C  2.180  -1.073  0.934  -0.418
C  3.415  -1.456  0.318  -0.020
H  5.132  -1.174  -2.638  0.240
H  6.802  -2.515  -1.361  0.235
H  6.279  -3.242  0.934  0.225
H  4.796  -3.305  2.841  0.226
H  2.605  -2.778  3.866  0.227
H  0.980  -1.418  2.667  0.206
Br  3.593  8.591  0.683  0.101
C  3.101  6.787  0.407  -0.048
C  3.832  5.779  1.020  -0.248
C  3.464  4.461  0.821  -0.145
C  2.376  4.157  0.007  -0.142
C  1.651  5.178  -0.606  -0.145
C  2.014  6.496  -0.406  -0.247
C  1.939  2.765  -0.154  0.781
O  2.441  1.821  0.538  -0.686
O  0.999  2.450  -0.941  -0.688
H  4.674  6.027  1.651  0.239
H  4.020  3.659  1.288  0.238
H  0.805  4.929  -1.232  0.239
H  1.455  7.294  -0.875  0.239

***

# 4
This record from the Open Molecules 2025 dataset describes a structure of composition C35H24Br3ClFI2LaN4O6 in a non-equilibrium geometry. The level of theory is ωB97M-V/def2-TZVPD.

Its multiplicity is 1. The calculation puts the HOMO energy at -7.63 eV.

Each line ends with the Mulliken charge.
Positions of all 77 atoms, in Å:
La  1.862  0.324  0.232  0.697
I  1.951  3.282  -1.978  0.098
C  3.751  3.337  -0.857  -0.582
I  4.916  1.605  -1.203  0.121
H  3.500  3.341  0.199  0.136
H  4.315  4.205  -1.165  0.524
C  -4.812  4.357  0.908  -1.648
C  -5.116  2.903  0.576  0.389
C  -6.151  2.818  -0.531  -1.004
C  -6.391  1.386  -0.965  -1.085
C  -5.096  0.772  -1.420  0.984
C  -5.054  -0.210  -2.380  -0.881
C  -3.841  -0.790  -2.748  0.045
F  -3.865  -1.753  -3.689  -0.354
C  -2.666  -0.419  -2.180  -0.796
C  -2.686  0.589  -1.203  1.157
C  -1.426  0.961  -0.569  0.773
O  -0.362  0.428  -0.949  -0.517
C  -1.521  1.877  0.521  0.613
C  -2.726  2.416  0.831  -0.754
N  -3.877  2.174  0.169  0.308
C  -3.887  1.191  -0.827  -1.215
C  -0.355  2.191  1.421  -0.149
O  -0.576  2.331  2.617  -0.707
O  0.780  2.245  0.810  -0.285
H  -5.755  4.900  0.989  0.427
H  -4.219  4.811  0.110  0.385
H  -4.283  4.484  1.851  0.501
H  -5.511  2.402  1.465  0.125
H  -5.805  3.414  -1.383  0.337
H  -7.071  3.274  -0.163  0.403
H  -7.129  1.330  -1.765  0.453
H  -6.793  0.817  -0.120  0.333
H  -5.968  -0.551  -2.853  0.509
H  -1.726  -0.884  -2.453  0.689
H  -2.789  3.083  1.679  0.580
Br  -0.994  -1.209  2.162  -0.033
C  0.364  -0.529  3.300  0.230
C  0.145  -0.527  4.663  -0.785
C  1.117  0.041  5.465  -0.529
C  2.254  0.585  4.890  -0.613
C  2.383  0.537  3.520  0.350
N  1.453  -0.034  2.729  0.561
C  3.588  1.164  2.837  0.074
O  4.559  1.439  3.519  -0.733
O  3.441  1.323  1.568  -0.194
H  -0.763  -0.947  5.067  0.469
H  0.976  0.072  6.538  0.415
H  3.041  1.050  5.466  0.541
Br  0.205  -4.613  0.830  -0.174
C  0.439  -3.722  -0.814  0.147
C  -0.004  -4.371  -1.985  -0.314
C  0.190  -3.801  -3.199  -0.108
Br  -0.445  -4.698  -4.741  -0.244
C  0.881  -2.567  -3.310  0.618
C  1.211  -1.957  -4.542  -0.906
C  1.943  -0.812  -4.557  -1.190
C  2.334  -0.234  -3.334  -0.410
N  2.014  -0.738  -2.168  0.880
C  1.303  -1.916  -2.132  0.423
C  1.044  -2.483  -0.824  0.133
O  1.424  -1.855  0.255  -0.558
H  -0.498  -5.330  -1.906  0.473
H  0.894  -2.429  -5.462  0.351
H  2.231  -0.339  -5.486  0.444
H  2.922  0.675  -3.326  0.179
Cl  4.651  -5.385  -0.152  -0.230
C  4.896  -3.808  0.534  -0.117
C  5.751  -3.622  1.602  -0.206
C  5.915  -2.336  2.085  -1.080
C  5.209  -1.298  1.493  -0.313
N  4.360  -1.490  0.479  0.135
C  4.221  -2.728  0.002  -0.338
H  6.275  -4.464  2.035  0.457
H  6.579  -2.130  2.914  0.437
H  5.330  -0.278  1.839  0.553
H  3.548  -2.875  -0.832  0.594